A structure of composition C10H11FeN4O2S4Sb, computed with ωB97M-V with the def2-TZVPD basis set.

Last column: Mulliken charge in e.
Positions of all 33 atoms, in Å:
Fe  0.2087  0.2873  1.6981  -0.170
S  -2.0856  3.7191  2.2738  -0.740
Sb  -0.9551  2.4159  3.7951  1.015
S  1.1995  1.9346  2.8694  -0.403
S  -1.4389  0.1349  3.2299  -0.443
S  -1.0148  2.9615  5.9892  -0.708
C  1.0904  2.2632  -2.2007  -1.672
C  0.9929  1.4608  -0.9400  0.578
N  0.0337  1.6247  -0.1037  0.712
O  -0.8808  2.5994  -0.4370  -0.520
C  1.9985  0.4717  -0.5902  0.291
C  3.1159  0.0517  -1.4895  -1.593
N  1.8404  -0.0580  0.5888  0.564
O  2.6017  -0.9488  1.0805  -0.810
H  0.7190  3.2699  -2.0212  0.436
H  0.4652  1.8164  -2.9777  0.271
H  2.1175  2.3008  -2.5603  0.393
H  -1.2949  2.8452  0.4365  0.173
H  2.7773  -0.0669  -2.5206  0.377
H  3.4937  -0.9021  -1.1219  0.394
H  3.9463  0.7658  -1.4836  0.300
N  -4.4423  -1.6957  -2.1964  -0.693
C  -3.5065  -1.8487  -1.5323  0.154
C  -2.3530  -2.1063  -0.7514  0.150
C  -1.8117  -3.4482  -0.6477  -0.562
C  -0.6570  -3.5842  0.1209  -0.488
C  -0.0684  -2.5003  0.7222  -0.735
N  -0.6036  -1.2168  0.6196  0.252
C  -1.7269  -1.0691  -0.0867  -0.193
H  -2.2916  -4.2839  -1.1343  0.421
H  -0.1893  -4.5543  0.2424  0.352
H  0.8658  -2.5705  1.2605  0.390
H  -2.1457  -0.0690  -0.1315  0.507

Force components x, y, z for each atom (eV/Å):
Fe -0.12 0.04 -0.44
S -0.01 0.04 0.14
Sb 0.04 -0.12 -0.29
S 0.23 0.12 0.13
S -0.13 0.10 -0.07
S 0.00 0.02 0.04
C 0.03 -0.01 0.03
C -0.27 0.22 0.02
N -0.10 -0.10 0.06
O -0.02 -0.09 0.11
C 0.09 -0.17 0.06
C -0.02 -0.01 0.04
N 0.08 -0.01 0.33
O 0.23 -0.04 -0.08
H 0.00 0.01 0.00
H 0.00 0.01 -0.01
H 0.00 -0.01 0.00
H 0.00 0.07 -0.07
H 0.00 0.01 -0.01
H 0.00 0.00 -0.01
H 0.00 0.00 -0.01
N -0.02 0.00 0.01
C -0.03 0.01 -0.06
C -0.02 -0.03 0.00
C 0.08 -0.03 0.06
C -0.13 0.10 -0.07
C 0.20 -0.09 0.05
N -0.18 0.00 -0.02
C 0.06 -0.01 0.08
H -0.01 0.01 -0.01
H 0.00 -0.01 0.00
H -0.02 -0.01 -0.01
H 0.03 0.00 0.01

charge = -2
expectation value of S² = 6.137
highest occupied orbital energy (alpha / beta) = 0.039 / -2.464 eV
spin multiplicity = 5
lowest unoccupied orbital energy (alpha / beta) = 0.1673 / 0.1739 hartree

---

A cluster of 2 separate species, C10H11N in total, computed with ωB97M-V with the def2-TZVPD basis set.

Last column: Mulliken charge in e.
Positions of all 22 atoms, in Å:
C  0.2607  2.9211  3.6210  -0.746
C  0.5150  3.1853  2.3709  0.151
C  0.5743  3.4898  1.1393  -0.216
C  0.4512  2.6134  -0.0406  -0.478
C  0.2829  1.3375  -0.0261  0.402
C  -0.2657  0.2260  0.0587  0.062
C  -1.0475  -0.8194  0.2306  -0.408
C  -1.8461  -1.2949  -0.9193  -0.815
H  0.9422  2.7504  4.4912  0.249
H  -0.8645  2.8126  3.9702  0.177
H  0.8226  4.5497  1.0588  0.331
H  0.4613  3.1275  -1.0263  0.293
H  -1.1248  -1.3132  1.2439  0.308
H  -1.9341  -0.5426  -1.7331  0.286
H  -2.8145  -1.5609  -0.5417  0.315
H  -1.3734  -2.1474  -1.4956  0.048
C  0.7167  -3.8354  -3.7163  -0.801
C  0.7404  -3.4328  -2.3119  0.391
N  0.7772  -3.1444  -1.1979  -0.394
H  -0.2356  -4.3193  -3.8455  0.267
H  1.5287  -4.4660  -3.9069  0.338
H  0.7848  -2.8149  -4.2528  0.242

Force components x, y, z for each atom (eV/Å):
C -1.99 -0.46 1.76
C -0.56 -1.43 3.28
C 0.99 0.97 -2.17
C 0.81 2.80 -0.77
C -0.18 -0.09 0.11
C -0.67 -1.97 0.91
C 0.73 0.14 0.63
C 0.52 -0.83 -1.83
H -0.21 0.05 -1.35
H 2.25 0.53 -0.93
H -0.36 -0.03 -0.84
H -0.10 -0.28 0.77
H 0.02 0.64 -1.32
H -0.13 -0.05 0.86
H -0.66 -0.36 -0.23
H -0.65 0.52 1.17
C -0.96 3.22 0.56
C 0.42 -0.23 0.89
N 0.05 -0.15 -0.50
H -0.28 -0.18 -0.64
H 1.15 -0.87 -0.57
H -0.15 -1.95 0.21

highest occupied orbital energy = -7.752 eV
SMILES string = C=C=CC=C=C=CC.CC#N
spin multiplicity = 1
lowest unoccupied orbital energy = 0.0139 hartree

---

A structure of composition C10H11N2O11PPdS, computed with ωB97M-V with the def2-TZVPD basis set.

Last column: Mulliken charge in e.
Positions of all 37 atoms, in Å:
Pd  0.2896  0.0176  0.0200  0.662
O  2.3951  0.2269  -0.6118  -0.665
S  1.7698  1.2591  -1.5570  1.361
O  2.7412  2.1572  -2.1391  -0.693
O  0.9872  0.5153  -2.5443  -0.641
O  0.8350  1.9759  -0.5875  -0.729
O  -3.6125  -0.9766  1.0422  -0.731
C  -2.5396  -0.4232  1.3024  0.106
O  -1.7510  -0.0112  0.3780  -0.813
C  -2.2199  -0.2276  2.7814  0.471
C  -3.3001  -0.1919  3.6207  -0.150
C  -3.1656  -0.0677  5.0128  -0.497
C  -1.9008  -0.0730  5.5917  -0.425
C  -0.8064  -0.1635  4.7776  -0.047
C  -0.8574  -0.1293  3.3157  0.318
O  0.1602  -0.0235  2.6254  -0.692
N  0.4837  -0.3001  5.4384  0.926
O  1.2911  -1.0807  4.9707  -0.563
O  0.6821  0.3446  6.4649  -0.647
N  -4.3172  -0.0034  5.8503  1.004
O  -4.1632  0.0567  7.0723  -0.696
O  -5.4316  -0.0109  5.3311  -0.677
H  -4.2865  -0.2781  3.1899  0.561
H  -1.7844  -0.0318  6.6642  0.526
C  -1.2437  -2.6961  -1.0385  -1.239
P  0.0891  -2.1446  0.0552  1.413
C  -0.2064  -2.9940  1.6277  -1.373
C  1.6046  -2.8820  -0.6127  -1.255
H  -1.2797  -3.7873  -1.0905  0.381
H  -1.0606  -2.2740  -2.0270  0.311
H  -2.1859  -2.2975  -0.6600  0.356
H  -0.1531  -4.0763  1.4851  0.489
H  -1.1954  -2.7267  2.0023  0.295
H  0.5331  -2.6629  2.3565  0.238
H  1.5025  -3.9619  -0.7495  0.424
H  2.4264  -2.6574  0.0657  0.357
H  1.8217  -2.3828  -1.5571  0.335

Force components x, y, z for each atom (eV/Å):
Pd 0.60 -0.06 0.55
O -0.82 -0.43 0.12
S 0.07 0.37 -0.12
O 0.19 -0.03 0.24
O 0.01 0.12 -0.60
O -0.23 0.22 -0.38
O -0.09 -0.05 -0.01
C 0.02 -0.05 -0.03
O 0.08 0.18 0.11
C 0.10 0.03 0.01
C 0.01 0.00 -0.08
C 0.07 0.00 0.08
C 0.03 0.02 -0.02
C -0.01 -0.03 0.03
C -0.09 0.03 -0.17
O -0.02 -0.07 0.35
N -0.02 0.03 0.00
O -0.03 0.05 0.03
O -0.01 -0.06 -0.05
N -0.06 -0.02 -0.01
O -0.01 0.00 -0.05
O 0.08 0.01 0.05
H 0.00 0.00 -0.02
H 0.00 0.00 0.00
C 0.04 -0.06 0.03
P 0.19 -0.08 -0.03
C -0.02 -0.03 -0.03
C -0.07 -0.09 0.00
H -0.02 0.00 -0.02
H 0.00 -0.01 0.00
H -0.02 0.01 0.01
H -0.01 0.00 0.03
H 0.00 0.00 -0.01
H 0.01 0.00 0.00
H 0.03 0.01 -0.01
H 0.02 -0.01 0.02
H 0.00 -0.01 -0.02

charge = -2
highest occupied orbital energy = -2.652 eV
spin multiplicity = 1
lowest unoccupied orbital energy = 0.1731 hartree

---

The records above give, respectively, ΔE to the lowest compared entry with this formula, charge and spin values of 8.0, 123.9, 22.1 kcal per mole.